Record 1
Here is a molecular structure, C60H48BrN3OP2STe2Tl at a distorted geometry from the OMol25 dataset. Energies are from the ωB97M-V functional and the def2-TZVPD basis.

Output
total charge = -1
relative energy (zero: lowest compared OMol25 entry of this formula, charge and spin) = 0.453 eV
E_LUMO = 0.0687 Ha
strongest force on any atom = 0.026 hartree/bohr
molecular weight = 1460.57 g/mol
orbital gap = 6.02 eV
highest occupied orbital energy = -4.15 eV

Cartesian coordinates (Å):
Tl -1.0849 0.9923 0.1441
O 0.2189 1.4812 2.2068
N 0.1398 2.7017 2.6520
C 0.2180 2.8791 3.9908
C 0.1571 4.1151 4.5702
C -0.0142 5.2297 3.7505
C -0.1084 5.0416 2.3922
C -0.0239 3.7646 1.8099
S -0.1087 3.5608 0.1063
H 0.3536 1.9624 4.5438
H 0.2354 4.2031 5.6441
H -0.0793 6.2246 4.1714
H -0.2534 5.8741 1.7184
Te 3.2638 -1.7356 -1.8640
C 4.4410 -3.1655 -0.8350
C 5.0316 -2.8593 0.3841
C 5.8096 -3.8193 1.0117
N 6.0243 -5.0454 0.5228
C 5.4382 -5.3343 -0.6386
C 4.6500 -4.4400 -1.3509
C 2.5263 -0.8513 -0.0631
P 2.5635 0.9846 -0.1531
C 3.2784 1.5472 1.4584
C 3.5770 0.6880 2.5061
C 4.0512 1.1816 3.7181
C 4.2456 2.5445 3.8885
C 3.9789 3.4117 2.8346
C 3.4986 2.9163 1.6312
C 4.0407 1.4065 -1.1856
C 3.8312 1.9696 -2.4424
C 4.8996 2.3006 -3.2674
C 6.1989 2.0784 -2.8358
C 6.4223 1.5226 -1.5813
C 5.3522 1.1923 -0.7620
P 0.7839 -1.3175 0.2919
C 0.8144 -1.7471 2.0847
C -0.2558 -1.3953 2.9040
C -0.2390 -1.6934 4.2616
C 0.8446 -2.3627 4.8090
C 1.9142 -2.7287 3.9990
C 1.9032 -2.4135 2.6483
C 0.4999 -2.9593 -0.4914
C -0.1937 -2.9714 -1.7046
C -0.4166 -4.1538 -2.3886
C 0.0746 -5.3502 -1.8803
C 0.7646 -5.3504 -0.6777
C 0.9599 -4.1658 0.0237
H 4.8698 -1.8879 0.8369
H 6.2969 -3.6009 1.9576
H 5.6032 -6.3409 -1.0148
H 4.1929 -4.7414 -2.2865
H 3.4332 -0.3725 2.3670
H 4.2650 0.4939 4.5284
H 4.6048 2.9314 4.8356
H 4.1357 4.4774 2.9572
H 3.2804 3.5952 0.8127
H 2.8139 2.1577 -2.7703
H 4.7177 2.7350 -4.2440
H 7.0377 2.3427 -3.4699
H 7.4362 1.3497 -1.2394
H 5.5370 0.7650 0.2163
H -1.1061 -0.8675 2.4841
H -1.0703 -1.3947 4.8891
H 0.8655 -2.5916 5.8678
H 2.7625 -3.2529 4.4236
H 2.7526 -2.6605 2.0202
H -0.5750 -2.0407 -2.1067
H -0.9745 -4.1438 -3.3176
H -0.0845 -6.2785 -2.4157
H 1.1563 -6.2781 -0.2760
H 1.4705 -4.1939 0.9767
Br -2.5969 3.5346 -2.5826
C -1.3090 2.3834 -3.3370
C -1.0553 2.4295 -4.7013
C -0.1227 1.5443 -5.2161
C 0.5131 0.6535 -4.3618
C 0.1950 0.7031 -3.0177
N -0.7028 1.5535 -2.5106
H -1.5808 3.1373 -5.3261
H 0.1067 1.5579 -6.2744
H 1.2448 -0.0594 -4.7203
H 0.6742 0.0451 -2.2980
Te -3.1769 1.6935 2.1774
C -4.3412 3.1976 1.2289
C -3.7719 4.3658 0.7261
C -4.5573 5.3201 0.0860
C -5.9294 5.1377 -0.0335
C -6.5123 3.9963 0.5032
C -5.7243 3.0337 1.1215
H -2.7041 4.5253 0.8067
H -4.0887 6.2067 -0.3301
H -6.5408 5.8764 -0.5403
H -7.5850 3.8516 0.4361
H -6.1852 2.1378 1.5235
C -5.0603 -5.1749 -0.2370
C -5.1648 -4.2317 -1.2525
C -4.3691 -3.0963 -1.2427
C -3.4460 -2.8824 -0.2163
C -3.3349 -3.8466 0.7873
C -4.1395 -4.9766 0.7837
C -2.5673 -1.6977 -0.1517
C -2.6452 -0.5542 -0.8047
C -3.6726 -0.0019 -1.6681
C -3.4700 0.1077 -3.0516
C -4.4288 0.6842 -3.8692
C -5.6032 1.1884 -3.3248
C -5.8150 1.0890 -1.9548
C -4.8696 0.4926 -1.1337
H -5.6872 -6.0581 -0.2417
H -5.8740 -4.3837 -2.0585
H -4.4560 -2.3671 -2.0395
H -2.6073 -3.7040 1.5802
H -4.0450 -5.7049 1.5810
H -1.7321 -1.8422 0.5303
H -2.5496 -0.2790 -3.4777
H -4.2528 0.7508 -4.9378
H -6.3412 1.6646 -3.9598
H -6.7285 1.4786 -1.5205
H -5.0374 0.4038 -0.0676

Cartesian forces (eV/Å) of the 2 atoms listed first:
-0.509 0.132 0.063
0.196 -0.360 -0.260

Record 2
Here is a molecular structure, C2FLiO2Tl at a distorted geometry from the OMol25 dataset. Energies are from the ωB97M-V functional and the def2-TZVPD basis.

Output
total charge = +1
E_LUMO (spin up / spin down) = -0.2619 / -0.2419 Ha
strongest force on any atom = 0.167 hartree/bohr
molecular weight = 286.34 g/mol
orbital gap (spin up / spin down) = 6.84 / 6.99 eV
highest occupied orbital energy (spin up / spin down) = -13.97 / -13.58 eV

Cartesian coordinates (Å):
Li 0.6077 2.2016 0.0997
O 1.6268 0.7032 0.1247
C 0.7843 -0.3285 0.0541
C -0.5600 -0.2001 -0.1383
O -1.4479 -1.1572 -0.2428
F -1.1250 1.1226 -0.1169
Tl 0.1141 -2.3416 0.2195

Cartesian forces (eV/Å) of the 2 atoms listed first:
-0.164 0.433 -0.039
-2.774 -3.974 -0.160

Record 3
Here is a molecular structure, C17H21BrN4O2ReSSi at a distorted geometry from the OMol25 dataset. Energies are from the ωB97M-V functional and the def2-TZVPD basis.

Output
total charge = +2
relative energy (zero: lowest compared OMol25 entry of this formula, charge and spin) = 0.000 eV
E_LUMO (spin up / spin down) = -0.2988 / -0.2978 Ha
strongest force on any atom = 0.024 hartree/bohr
molecular weight = 639.64 g/mol
orbital gap (spin up / spin down) = 6.20 / 6.23 eV
highest occupied orbital energy (spin up / spin down) = -14.33 / -14.33 eV
spin multiplicity = 2

Cartesian coordinates (Å):
Re 0.7464 -0.6291 -0.2763
C -3.9772 -0.4482 2.6082
Si -3.4330 1.3050 2.8867
C -3.0962 1.6579 4.6818
C -4.6108 2.5238 2.1259
C -1.7459 1.6314 2.0042
C -1.1921 2.9229 2.0815
C 0.0254 3.2745 1.4966
C 0.7244 2.3236 0.7984
N 0.2055 1.0843 0.6888
C -0.9781 0.7432 1.2918
S -1.1558 -0.9976 0.9347
H -4.9430 -0.5778 3.1034
H -3.2954 -1.1798 3.0430
H -4.1248 -0.6827 1.5531
H -4.0168 1.5360 5.2563
H -2.7479 2.6799 4.8433
H -2.3541 0.9757 5.0993
H -5.5899 2.4317 2.6004
H -4.7444 2.3450 1.0577
H -4.2845 3.5567 2.2608
H -1.7299 3.6864 2.6326
H 0.4235 4.2746 1.5873
H 1.6725 2.5155 0.3148
C 4.3580 -4.5104 -0.0573
N 2.9512 -4.3600 0.3667
C 2.3002 -5.5077 1.0350
C 2.3227 -3.2714 0.1915
N 1.7197 -2.2777 0.0233
H 4.4276 -5.3678 -0.7233
H 4.9755 -4.6741 0.8237
H 4.6828 -3.6134 -0.5761
H 2.3514 -6.3680 0.3710
H 1.2628 -5.2671 1.2476
H 2.8303 -5.7204 1.9609
Br 4.0498 2.3707 -6.5949
C 2.5202 1.7256 -5.7329
C 1.2894 1.7279 -6.4004
N 0.1573 1.2882 -5.8619
C 0.1944 0.8204 -4.6265
C 1.3752 0.7800 -3.8809
C 2.5700 1.2441 -4.4466
C 1.3836 0.2717 -2.5385
O 0.1990 -0.1936 -1.9997
O 2.3163 0.1620 -1.7474
H 1.2297 2.1047 -7.4149
H -0.7392 0.4628 -4.2082
H 3.4941 1.2204 -3.8844

Cartesian forces (eV/Å) of the 2 atoms listed first:
-0.810 0.951 0.140
-0.018 -0.017 0.002

Record 4
Here is a molecular structure, C4H6N2O at a distorted geometry from the OMol25 dataset. Energies are from the ωB97M-V functional and the def2-TZVPD basis.

Output
relative energy (zero: lowest compared OMol25 entry of this formula, charge and spin) = 6.801 eV
E_LUMO = 0.0324 Ha
strongest force on any atom = 0.176 hartree/bohr
molecular weight = 98.11 g/mol
orbital gap = 8.54 eV
highest occupied orbital energy = -7.66 eV

Cartesian coordinates (Å):
C 1.2474 0.4183 1.3392
C -1.0067 -0.3406 -1.6696
C -1.6888 -0.6675 -0.4968
C -1.1727 -0.4803 0.7162
H 2.5450 1.1581 0.0125
H 0.5931 0.2570 2.3150
H -1.4409 0.5381 -2.0992
H -0.8616 -1.0929 -2.2867
H -2.9474 -0.5921 -1.0141
H -1.5417 -0.7951 1.6519
N 2.3119 1.0084 1.0674
N 0.1782 -0.0947 0.3763
O 0.2435 0.0688 -1.0024

Cartesian forces (eV/Å) of the 2 atoms listed first:
-5.025 -0.921 -1.713
2.517 4.371 3.876

DFT total energy per entry: -188250.80567 -13774.63384 -118896.00432 -9266.70041 eV